Record 1
Density functional theory data (ωB97M-V/def2-TZVPD) for the molecule C2H2N2O2S.

Geometry as XYZ:
```
9
Properties=species:S:1:pos:R:3:forces:R:3:nbo_charge:R:1
O 1.643 -1.097 -0.074 8.0 -0.5 -0.7 -0.610
C 0.557 -0.513 0.035 -3.7 4.4 0.9 0.693
N -0.586 -1.106 0.214 0.3 1.5 -0.2 -0.534
C -1.545 -0.089 0.175 -0.9 -2.0 -1.4 0.328
S -3.180 -0.494 -0.047 2.0 1.5 0.7 -0.148
O -0.929 1.145 0.030 -1.3 -0.2 0.4 -0.313
N 0.430 0.920 0.100 1.7 -0.2 -0.7 -0.371
H 2.599 -0.528 -0.144 -4.4 -2.0 0.3 0.530
H 1.010 1.762 -0.289 -1.6 -2.6 0.6 0.425
```
Positions in Å, forces in eV/Å.

Values from the calculation:
2S+1: 1
Energy above the lowest of the compared OMol25 structures with the same formula, charge and spin in kcal/mol: 63.30
LUMO in eV: -0.68
M in g/mol: 118.1
Structure (SMILES): Oc1nc(=S)o[nH]1

---

Record 2
Density functional theory data (ωB97M-V/def2-TZVPD) for a cluster of 14 separate species, C99H198F21N7O16S2 in total.

Geometry as XYZ:
```
343
Properties=species:S:1:pos:R:3:forces:R:3:mulliken_charge:R:1
C 5.880 1.268 -2.620 1.1 0.8 1.1 -0.859
C 6.476 0.056 -3.240 -0.5 -0.4 -2.1 -0.236
C 6.121 -0.110 -4.798 0.1 0.2 0.6 0.249
C 6.362 1.075 -5.789 0.6 -1.1 1.1 -1.233
N 6.251 0.739 -7.315 -0.5 0.3 -0.4 0.680
C 4.863 0.172 -7.676 0.9 -1.9 1.2 -0.840
C 3.897 1.250 -7.507 0.7 0.9 -0.3 -0.175
C 4.724 2.417 -8.043 -1.0 2.3 -0.2 -1.012
C 6.197 2.055 -8.013 0.4 -0.4 -1.8 -0.802
C 7.325 -0.167 -7.974 -1.4 -1.2 3.5 -0.630
C 8.677 0.353 -7.896 2.8 0.8 -0.5 -0.113
C 9.644 -0.521 -8.732 -0.3 0.1 0.5 -1.443
H 6.187 1.232 -1.575 0.0 0.4 0.1 0.019
H 4.793 1.214 -2.566 -0.1 0.2 -0.6 0.192
H 6.302 2.178 -3.046 -0.5 0.4 0.0 0.564
H 6.029 -0.702 -2.597 0.1 -0.9 -1.0 -0.350
H 7.551 -0.123 -3.221 0.1 0.7 0.7 0.538
H 5.046 -0.289 -4.835 0.1 -0.9 -0.3 -0.164
H 6.781 -0.928 -5.086 -0.9 -0.5 -0.4 0.044
H 7.358 1.481 -5.609 0.1 0.1 -0.5 0.334
H 5.649 1.869 -5.565 0.0 0.1 -0.5 0.474
H 4.824 -0.156 -8.715 0.8 -0.1 0.1 0.863
H 4.583 -0.650 -7.019 0.8 -0.6 -0.2 0.126
H 3.139 0.892 -8.203 -0.9 0.9 0.7 0.531
H 3.678 1.388 -6.448 -0.8 -0.1 -0.3 0.032
H 4.332 2.757 -9.002 0.5 -0.5 -0.5 0.485
H 4.569 3.350 -7.503 0.0 -0.1 0.6 0.382
H 6.639 1.799 -8.975 -0.7 0.1 -0.6 0.509
H 6.909 2.831 -7.732 -0.3 -0.2 1.1 0.377
H 7.046 -0.656 -8.908 -0.6 0.8 -0.1 0.518
H 7.284 -0.943 -7.208 0.0 -0.9 -0.5 0.142
H 9.085 0.374 -6.886 -0.4 0.0 0.2 0.251
H 8.815 1.372 -8.260 -0.3 0.2 -0.2 0.303
H 10.661 -0.131 -8.691 -0.1 0.3 -0.3 0.402
H 9.254 -0.554 -9.749 0.4 -0.2 -0.1 0.372
H 9.734 -1.527 -8.321 -0.4 -0.1 -0.1 0.344
C 1.889 5.124 -3.411 -0.2 -0.3 1.0 -1.370
C 2.163 4.091 -2.289 1.5 -0.4 0.0 0.854
C 3.646 4.213 -1.644 -3.0 0.8 -1.5 -1.432
C 3.990 3.471 -0.364 0.5 2.0 -0.1 0.375
N 3.360 4.003 0.960 0.2 0.2 0.5 1.991
C 4.178 3.286 2.174 -1.1 0.2 -0.4 -0.710
C 3.159 2.317 2.790 -1.2 0.3 0.0 0.454
C 1.784 2.921 2.484 0.1 0.9 -1.2 0.670
C 1.902 3.545 1.091 0.5 -1.3 -0.2 -0.374
C 3.355 5.543 1.216 1.3 -1.0 -0.3 -1.496
C 4.789 6.193 1.316 -0.5 -1.0 -1.4 0.004
C 4.713 7.658 1.078 0.1 2.3 0.5 -1.614
H 1.956 6.089 -2.910 0.3 0.4 -0.5 0.489
H 0.854 5.072 -3.749 -0.1 -0.3 0.0 0.085
H 2.500 5.058 -4.311 0.3 0.1 0.3 0.291
H 2.165 3.068 -2.666 -0.8 -0.1 0.1 0.004
H 1.361 4.219 -1.563 0.1 -0.3 0.1 -0.277
H 3.824 5.288 -1.621 0.4 0.1 0.6 0.347
H 4.265 3.864 -2.471 0.4 -0.3 0.4 0.407
H 5.038 3.761 -0.285 0.2 -0.8 0.5 -0.566
H 3.836 2.395 -0.451 0.0 0.1 0.4 0.419
H 4.484 4.088 2.845 -0.4 -0.1 0.1 0.545
H 5.120 2.851 1.839 -0.3 -0.2 -0.4 -0.270
H 3.199 2.265 3.878 0.7 -0.3 -0.1 0.867
H 3.096 1.321 2.351 0.9 -0.1 0.0 -0.914
H 1.567 3.737 3.172 -0.3 -0.1 0.3 -0.054
H 0.940 2.239 2.381 0.1 -0.2 0.7 -0.270
H 1.075 4.236 0.932 0.8 0.9 -0.1 0.046
H 1.764 2.831 0.279 0.0 -0.3 0.3 -0.776
H 2.785 5.637 2.140 0.2 0.1 0.1 0.935
H 2.729 5.969 0.431 0.3 0.1 -0.2 0.346
H 5.391 5.851 0.474 0.1 -0.7 0.1 0.116
H 5.335 5.935 2.224 -0.3 0.0 0.0 0.425
H 5.614 8.262 1.183 0.8 -0.8 0.7 0.452
H 4.061 8.128 1.814 -0.5 0.2 -0.3 0.359
H 4.538 8.014 0.063 -1.1 -0.7 -0.2 0.351
C 0.628 2.888 -6.450 -0.1 -0.4 0.2 -1.228
C -0.716 3.511 -6.030 0.9 1.2 -1.0 -0.980
C -1.433 2.818 -4.890 0.2 0.9 -0.1 1.356
C -2.699 3.671 -4.565 0.6 -1.6 -0.1 -1.788
N -3.437 3.246 -3.305 -0.3 -1.5 0.7 0.961
C -2.728 3.724 -1.965 -0.2 1.1 -0.5 0.657
C -3.797 4.566 -1.208 1.4 -0.1 -0.4 0.094
C -5.069 4.105 -1.780 -1.9 -0.8 0.0 -0.194
C -4.844 3.810 -3.264 0.0 1.6 0.9 -1.029
C -3.658 1.713 -3.158 -0.1 -1.4 -1.9 -0.195
C -4.418 1.047 -4.390 -0.4 0.5 0.8 -0.439
C -4.509 -0.498 -4.362 0.1 -0.3 0.2 -1.337
H 1.256 3.422 -7.163 -0.3 0.8 0.1 0.513
H 0.453 1.967 -7.008 -0.1 -0.4 0.4 0.431
H 1.245 2.689 -5.574 0.0 -0.2 0.0 0.038
H -1.291 3.622 -6.949 -0.6 -0.4 0.0 0.454
H -0.590 4.559 -5.761 0.4 0.2 0.2 0.385
H -0.761 2.820 -4.032 0.0 -0.3 0.2 -0.419
H -1.530 1.788 -5.231 -0.9 -0.1 0.6 0.258
H -3.361 3.638 -5.430 -0.4 -0.2 0.3 0.532
H -2.418 4.718 -4.459 0.0 0.0 0.3 0.536
H -2.264 2.871 -1.470 -0.4 -0.2 -0.1 -0.592
H -1.907 4.401 -2.202 0.1 -0.3 -0.6 -0.006
H -3.715 4.486 -0.124 -0.2 -0.3 -0.1 -0.228
H -3.731 5.623 -1.465 0.6 0.1 -0.1 0.377
H -5.404 3.199 -1.276 -0.2 0.0 0.1 -0.298
H -5.843 4.857 -1.626 -0.2 -0.2 -0.1 0.732
H -5.649 3.193 -3.663 0.6 -0.3 0.0 0.257
H -4.847 4.733 -3.843 0.2 0.1 0.0 0.510
H -4.201 1.498 -2.238 -0.1 0.5 0.0 0.740
H -2.725 1.153 -3.094 0.6 0.7 0.2 -0.323
H -4.020 1.390 -5.345 0.6 -0.2 0.0 0.263
H -5.433 1.443 -4.432 -0.2 -0.3 0.2 0.291
H -3.557 -1.024 -4.297 0.4 0.4 -0.2 0.041
H -5.021 -0.895 -5.239 0.1 0.4 -0.3 0.548
H -5.073 -0.965 -3.555 -0.3 0.7 0.4 0.162
C -5.279 8.716 6.237 0.8 -1.2 0.5 -1.183
C -5.175 7.853 4.965 0.3 1.0 0.0 -0.692
C -3.690 7.403 4.549 -1.3 -0.2 -0.5 -0.330
C -2.671 7.047 5.626 -0.1 0.1 1.4 -1.262
N -1.199 7.008 5.241 1.1 0.8 -0.7 0.903
C -0.281 6.435 6.311 -0.7 -1.3 1.1 -0.740
C 0.118 7.498 7.341 -0.9 -0.1 -0.6 -0.871
C 0.238 8.673 6.344 -0.2 0.9 1.0 -0.638
C -0.709 8.474 5.138 0.6 -0.9 -0.1 -0.559
C -0.911 6.231 3.946 -2.3 -0.3 -0.5 -1.538
C -1.545 4.805 3.944 1.3 1.1 1.0 -0.325
C -1.513 4.190 2.569 -0.9 -0.1 -1.2 -0.812
H -6.271 8.996 6.591 -0.1 -0.1 -0.5 0.392
H -4.623 9.583 6.314 0.0 0.1 -0.4 0.280
H -4.904 8.012 6.980 0.0 0.2 0.7 0.281
H -5.575 8.396 4.108 0.3 0.1 -0.2 0.423
H -5.884 7.030 5.059 0.5 -0.4 0.1 0.366
H -3.306 8.163 3.868 0.2 0.3 0.2 0.485
H -3.912 6.550 3.908 0.4 -0.3 0.0 0.016
H -2.893 6.140 6.188 -0.1 -0.4 -0.5 0.352
H -2.640 7.785 6.427 -0.3 0.3 0.0 0.830
H 0.607 6.054 5.808 -0.2 -0.1 -0.1 0.361
H -0.888 5.622 6.711 0.6 -0.3 0.2 0.506
H 1.006 7.374 7.960 0.7 -0.6 -1.1 0.422
H -0.536 7.540 8.212 -1.2 0.6 -0.7 0.340
H 1.303 8.698 6.112 -0.2 0.3 -0.5 0.305
H -0.049 9.596 6.847 0.4 0.2 -0.2 0.352
H -0.256 8.505 4.147 0.4 0.4 0.3 0.405
H -1.532 9.189 5.147 -0.1 -0.4 0.0 0.344
H 0.148 6.256 3.688 0.0 0.0 0.4 0.985
H -1.468 6.733 3.155 0.2 0.5 0.0 0.309
H -2.580 4.861 4.283 0.0 0.0 -0.1 0.550
H -0.992 4.270 4.716 0.0 -0.7 -0.2 0.510
H -1.538 3.101 2.592 0.1 0.2 0.0 -0.199
H -0.834 4.555 1.799 1.2 0.0 0.7 -0.154
H -2.396 4.503 2.013 -0.8 -0.3 0.5 0.599
C 9.180 -5.082 4.169 0.5 0.9 -1.0 -1.431
C 8.037 -4.221 3.461 -0.4 -1.5 2.1 -0.257
C 6.663 -4.219 4.230 -0.6 0.4 -0.4 -0.829
C 5.718 -3.142 3.570 0.6 -0.5 1.2 -0.371
N 4.296 -2.928 4.254 -1.0 -0.4 -2.1 0.736
C 3.568 -1.803 3.458 1.5 0.9 0.0 -0.810
C 3.148 -2.405 2.087 -1.0 1.8 1.2 1.609
C 2.852 -3.841 2.434 -0.2 -1.8 -0.4 0.639
C 3.286 -4.128 3.892 1.2 1.5 -0.3 -1.426
C 4.411 -2.732 5.767 0.8 -0.4 -1.5 -1.162
C 5.278 -1.513 6.155 -1.0 0.1 -0.7 0.602
C 5.571 -1.499 7.590 -0.1 -0.5 2.0 -1.794
H 9.072 -6.152 4.347 -1.0 0.2 0.2 0.368
H 9.660 -4.607 5.024 -0.7 0.1 0.4 0.343
H 10.033 -5.113 3.491 0.0 0.2 -0.5 0.413
H 7.883 -4.684 2.487 0.0 0.6 -0.2 0.385
H 8.319 -3.169 3.460 0.4 -0.2 -0.6 0.226
H 6.798 -3.951 5.278 0.3 0.1 0.0 0.310
H 6.193 -5.202 4.257 0.1 -0.2 -0.3 0.343
H 5.656 -3.341 2.500 -0.8 -0.1 0.1 0.643
H 6.299 -2.223 3.643 -0.7 0.5 0.1 -0.153
H 2.753 -1.296 3.974 -0.6 -1.3 0.6 0.108
H 4.239 -0.945 3.493 0.8 -0.1 -0.8 0.429
H 2.229 -1.890 1.808 -0.3 -0.1 0.4 -1.351
H 3.736 -2.099 1.221 0.9 -0.8 0.3 -0.068
H 1.812 -4.153 2.341 -0.4 0.8 0.4 -0.538
H 3.213 -4.547 1.685 1.1 0.0 0.2 0.580
H 2.461 -3.944 4.579 0.0 -0.3 0.0 0.492
H 3.765 -5.096 4.041 0.0 0.2 0.2 0.431
H 4.764 -3.736 6.003 0.5 0.3 0.8 0.611
H 3.411 -2.685 6.198 -0.1 0.3 -0.3 0.588
H 4.653 -0.634 5.996 0.2 0.2 -0.7 0.010
H 6.262 -1.367 5.710 -0.5 -0.3 -1.0 0.111
H 6.054 -0.565 7.877 0.3 -0.2 0.0 0.429
H 6.189 -2.367 7.819 0.3 0.2 0.4 0.378
H 4.676 -1.561 8.210 -0.2 -0.1 0.1 0.380
C -10.048 -6.251 3.945 -0.3 1.1 0.2 -1.174
C -10.091 -4.696 3.750 -1.7 -1.5 1.2 -0.819
C -8.767 -4.046 3.862 1.8 0.5 -0.4 0.091
C -7.783 -4.469 4.988 0.2 0.8 -1.3 -0.858
N -6.362 -3.758 4.809 -0.5 0.6 0.2 0.552
C -5.363 -4.147 5.921 -0.9 -0.7 0.8 -0.518
C -4.657 -2.926 6.438 0.3 1.5 -0.3 -0.643
C -5.167 -1.757 5.590 0.4 0.4 -1.9 0.052
C -6.485 -2.192 4.923 -0.3 -1.7 1.1 -1.159
C -5.653 -4.002 3.482 -0.1 0.9 0.1 -0.878
C -5.618 -5.440 3.143 0.5 -1.5 -0.9 0.268
C -4.939 -5.792 1.825 1.3 0.0 0.0 -1.181
H -9.184 -6.630 3.399 -0.6 -0.5 -0.6 0.255
H -11.056 -6.587 3.700 0.4 -0.6 -0.8 0.408
H -9.932 -6.667 4.946 0.3 0.7 0.5 0.296
H -10.885 -4.295 4.381 0.2 0.2 0.6 0.461
H -10.509 -4.484 2.766 0.4 -0.1 -0.2 0.445
H -8.849 -2.959 3.838 -0.1 0.0 -0.1 0.464
H -8.345 -4.362 2.908 0.7 0.4 -0.1 -0.307
H -7.636 -5.548 4.940 0.3 0.2 0.3 0.468
H -8.196 -4.159 5.949 0.5 0.0 0.2 0.478
H -4.718 -4.953 5.573 0.1 0.4 -0.2 0.332
H -5.828 -4.512 6.837 -1.0 -0.5 -0.6 0.377
H -3.585 -3.087 6.325 0.1 0.3 0.1 0.215
H -4.911 -2.662 7.464 0.1 -0.7 0.2 0.332
H -4.419 -1.566 4.821 -0.1 -0.3 -0.5 -0.586
H -5.227 -0.741 5.979 -0.4 -0.4 0.8 0.905
H -6.760 -1.796 3.945 0.3 0.1 0.2 0.716
H -7.343 -2.142 5.593 0.1 0.7 0.1 0.438
H -4.701 -3.488 3.617 0.6 -0.8 0.3 0.579
H -6.019 -3.376 2.668 -1.1 -0.2 0.1 0.236
H -6.587 -5.888 2.925 -0.5 0.4 1.0 -0.274
H -5.093 -5.985 3.927 -0.3 -0.2 0.1 0.245
H -5.180 -5.053 1.060 -0.1 -0.3 -0.2 -0.052
H -5.172 -6.815 1.529 -0.6 0.2 -0.2 0.592
H -3.857 -5.869 1.933 0.2 0.6 0.0 0.143
C -5.266 -5.017 -3.770 0.3 -0.7 0.1 -1.499
C -4.522 -4.250 -2.697 0.6 1.0 -0.7 0.030
C -3.132 -3.760 -3.196 1.2 -0.8 1.0 1.230
C -2.040 -4.917 -3.214 -0.3 0.7 -0.8 -1.399
N -0.525 -4.504 -3.066 0.0 -1.9 -0.1 1.042
C -0.121 -4.250 -1.656 -1.9 1.1 0.7 0.667
C 0.292 -5.548 -1.012 0.6 0.1 2.6 -0.054
C 0.459 -6.659 -2.012 -1.2 1.1 -1.4 -0.872
C 0.303 -5.825 -3.320 0.0 0.4 -0.5 -0.838
C -0.131 -3.301 -3.977 -0.7 -1.6 1.7 -0.247
C -0.379 -3.573 -5.462 0.0 2.0 2.1 -0.168
C 0.523 -2.586 -6.207 -0.2 -0.8 -1.5 -1.679
H -6.216 -5.391 -3.390 -0.2 0.3 -0.2 0.368
H -4.721 -5.892 -4.124 0.2 -0.2 0.1 0.277
H -5.362 -4.377 -4.647 -0.5 0.0 0.0 0.387
H -4.452 -4.739 -1.725 0.1 -0.2 -0.1 0.183
H -5.107 -3.342 -2.550 0.0 0.1 0.4 0.001
H -2.732 -2.966 -2.566 -0.1 -0.1 0.6 -1.305
H -3.216 -3.222 -4.141 -0.1 -0.6 -0.4 0.350
H -2.093 -5.502 -4.132 0.2 0.5 -0.5 0.728
H -2.262 -5.733 -2.526 0.2 0.5 0.9 0.546
H 0.592 -3.431 -1.561 0.3 -0.2 -0.5 -0.562
H -1.013 -3.845 -1.179 0.0 0.1 0.2 -0.311
H 1.178 -5.303 -0.427 0.5 -0.3 -0.3 0.259
H -0.358 -5.836 -0.186 -0.5 0.0 -0.3 -0.012
H 1.360 -7.270 -1.948 0.1 0.5 -0.2 0.381
H -0.380 -7.355 -2.018 0.0 0.0 0.4 0.340
H 1.261 -5.403 -3.623 0.0 -0.5 -0.6 0.543
H -0.286 -6.400 -4.035 0.8 0.2 -0.5 0.481
H 0.854 -2.986 -3.633 0.4 -0.5 -0.5 0.492
H -0.787 -2.534 -3.566 -0.1 0.3 -0.3 -0.230
H -1.405 -3.207 -5.497 -0.2 -0.7 -1.0 0.203
H -0.278 -4.627 -5.723 0.1 0.3 -0.2 0.454
H -0.016 -2.345 -7.124 0.4 0.0 -0.3 0.434
H 1.453 -3.092 -6.468 0.1 0.2 -0.1 0.382
H 0.785 -1.618 -5.779 -0.4 -0.2 0.7 0.347
C 5.363 -3.947 -5.201 1.5 2.1 -2.5 0.392
O 5.854 -3.303 -4.030 0.3 -0.2 2.0 -0.306
O 5.606 -3.081 -6.276 -0.8 -2.5 2.1 -0.807
C 6.047 -5.399 -5.248 1.9 3.0 -0.9 0.708
F 5.782 -6.054 -6.345 -1.3 -1.0 -1.0 -0.281
F 7.424 -5.402 -5.234 -0.3 0.7 0.4 -0.324
F 5.698 -6.076 -4.182 -0.8 -1.5 1.1 -0.265
C 5.217 -3.647 -2.786 0.1 0.8 0.2 -1.116
C 4.036 -2.678 -2.438 0.2 -1.2 0.2 0.773
H 3.190 -3.255 -2.065 -0.4 -0.2 -0.3 0.102
H 4.267 -2.068 -1.564 0.3 0.5 -0.4 -0.418
H 3.740 -2.113 -3.321 0.0 0.2 0.2 0.079
H 5.936 -3.540 -1.974 0.5 0.2 -0.2 0.404
H 4.954 -4.700 -2.692 -0.4 0.1 -0.5 0.447
H 4.322 -4.145 -4.947 -0.9 -0.4 -0.5 -0.301
C 7.321 0.778 2.523 -1.4 -0.1 4.3 -0.573
O 7.429 2.193 2.260 -0.2 -1.5 -0.4 -0.178
O 6.557 0.637 3.724 1.0 -0.6 -3.7 -0.783
C 6.766 0.215 1.196 0.8 0.5 1.0 0.280
F 7.577 0.477 0.167 1.1 0.3 -0.8 -0.370
F 6.498 -1.076 1.066 -0.2 -1.2 0.8 -0.146
F 5.667 0.866 0.943 -2.6 0.8 -0.7 0.422
C 8.671 2.640 1.779 -0.8 1.0 0.2 -0.304
C 8.293 4.064 1.531 1.2 1.3 0.0 -0.967
H 7.450 4.081 0.840 -0.1 0.2 0.1 -0.074
H 8.081 4.533 2.492 -0.5 0.1 -0.1 0.261
H 9.115 4.647 1.116 0.1 0.0 -0.3 0.510
H 9.001 2.233 0.824 0.1 -0.6 0.2 0.225
H 9.395 2.566 2.591 0.5 -0.2 -0.3 0.357
H 8.313 0.366 2.709 0.5 -0.1 -0.4 0.481
C -0.875 -3.695 4.000 -0.2 -2.2 4.3 -0.182
O -0.279 -2.367 4.214 -2.4 0.4 -1.5 -0.134
O -1.690 -4.110 5.068 0.6 1.4 -3.7 -0.871
C -1.237 -4.024 2.485 -1.6 -1.0 2.9 0.315
F -1.294 -5.353 2.137 0.3 -0.1 1.0 -0.415
F -2.418 -3.566 2.128 -1.5 0.9 -0.4 0.060
F -0.352 -3.537 1.701 2.4 1.7 -2.2 0.307
C -1.174 -1.245 4.056 0.2 -0.1 -0.8 0.043
C -0.281 -0.160 3.626 1.2 2.3 1.1 -0.960
H -0.762 0.791 3.853 -0.2 0.4 -0.3 0.277
H 0.574 -0.161 4.303 0.4 0.0 0.0 0.448
H 0.105 -0.105 2.609 -0.3 -0.6 -0.1 -0.045
H -1.766 -0.923 4.913 0.5 -0.5 0.7 0.307
H -1.928 -1.194 3.270 -0.3 -1.6 -0.4 -0.158
H 0.072 -4.214 4.153 0.6 -0.8 -0.6 -0.072
C -9.409 -4.969 -3.476 -4.2 -4.1 1.5 -0.059
O -8.698 -4.983 -2.226 1.5 2.2 0.3 -0.185
O -10.671 -5.581 -3.118 2.4 2.7 -2.0 -0.925
C -9.474 -3.745 -4.519 -2.4 -4.9 0.6 0.829
F -8.390 -3.322 -5.011 5.3 1.3 -1.1 -0.273
F -10.101 -4.257 -5.643 -0.4 -0.5 0.1 -0.337
F -10.137 -2.724 -4.194 -2.5 3.1 1.9 -0.265
C -8.637 -3.752 -1.519 1.0 -0.7 1.0 -0.220
C -7.787 -3.996 -0.235 -1.0 -0.6 -0.7 -0.287
H -7.998 -3.209 0.489 0.6 0.3 -0.1 0.303
H -8.251 -4.903 0.153 -0.1 -0.2 0.3 0.421
H -6.747 -4.284 -0.394 0.2 0.5 -0.1 -0.318
H -9.565 -3.431 -1.045 -0.6 0.1 -0.9 0.260
H -8.210 -3.009 -2.193 -0.1 0.5 0.3 0.106
H -8.844 -5.763 -3.964 0.5 0.2 -1.1 0.051
C 0.374 0.142 -1.818 -2.4 2.2 -1.7 -0.864
O -0.810 -0.689 -1.553 -0.6 0.7 2.7 0.180
O -0.050 1.431 -2.198 2.1 -2.6 1.5 -0.312
C 1.469 -0.004 -0.687 -1.2 -1.1 -3.4 0.009
F 1.614 -1.271 -0.297 0.4 -1.4 -0.3 -0.012
F 2.702 0.411 -1.090 -0.1 0.2 0.1 0.187
F 1.119 0.608 0.362 -0.5 2.8 3.5 0.290
C -1.689 -0.251 -0.404 -0.5 -2.1 -0.8 1.970
C -2.765 -1.357 -0.242 1.0 -0.2 -0.1 -0.318
H -3.352 -1.394 -1.160 -0.4 -0.1 0.3 -0.110
H -2.316 -2.330 -0.043 0.4 -0.1 -0.5 -0.575
H -3.359 -1.278 0.668 -0.4 0.8 -0.3 0.291
H -2.290 0.640 -0.587 0.8 0.5 -0.2 -0.696
H -1.172 -0.230 0.555 0.5 0.5 -0.3 -0.745
H 0.737 -0.503 -2.618 0.8 0.2 -0.7 -0.008
C -7.283 0.336 -0.929 -4.7 0.8 1.2 0.288
F -7.189 -0.868 -1.431 1.3 -1.1 -0.5 -0.167
F -6.385 0.675 -0.088 3.0 -0.3 1.4 -0.059
F -7.252 1.223 -1.912 0.4 0.7 -1.5 -0.252
S -8.955 0.459 -0.042 -1.5 1.5 5.6 1.083
O -9.160 -0.795 0.723 1.2 0.4 -1.4 -0.584
O -8.935 1.599 0.956 1.1 -2.0 -2.8 -0.645
O -9.877 0.681 -1.095 -0.7 -0.1 -2.1 -0.702
C -4.606 1.333 3.184 -1.8 0.2 -1.6 0.009
F -4.523 1.073 4.463 0.0 0.0 1.1 -0.234
F -3.356 1.574 2.760 0.3 -0.4 -0.4 -0.090
F -5.129 0.229 2.576 1.0 0.5 0.3 0.070
S -5.723 2.794 2.739 -7.2 0.5 0.0 1.124
O -7.188 2.551 3.057 4.2 -1.2 -0.5 -0.685
O -5.315 3.823 3.644 2.9 1.5 1.3 -0.657
O -5.554 3.072 1.325 1.6 -0.6 0.1 -0.528
```
Positions in Å, forces in eV/Å.

Values from the calculation:
2S+1: 1
LUMO in eV: -1.54
M in g/mol: 2205.8